Here is a structure of composition C57H57BrMoNO4Te at a distorted geometry from the Open Molecules 2025 dataset. Energies are from ωB97M-V with the def2-TZVPD basis set.

```
122
Properties=species:S:1:pos:R:3:forces:R:3
Te 3.81772 0.34700 1.22805 0.200 -0.224 -0.239
Mo -0.39003 -0.36821 -0.57135 1.108 -2.116 0.344
Br 0.15247 -0.86383 2.04802 0.549 -0.610 0.057
O -2.40916 0.81874 -3.27477 0.121 -0.514 0.048
O 0.35964 -1.51826 -2.03933 -0.923 0.457 -0.341
O -1.92605 1.18871 2.27570 0.475 -0.172 0.813
O -2.34216 -2.26667 -3.56448 2.337 -0.473 -1.044
N 0.99737 1.08338 -1.29143 0.278 -0.435 -1.838
C 1.79907 2.25692 6.27987 -0.687 -0.766 0.793
C -3.45413 -0.94138 -0.58748 -0.860 -2.182 -0.090
C 7.17324 -0.95194 -2.14856 -1.287 -0.087 -0.784
C -4.44842 -2.02492 -0.64525 1.246 2.749 -0.283
C -1.30469 -2.73228 -4.09842 -0.639 2.327 1.098
C 5.84248 -1.47203 -2.14326 0.953 0.452 0.177
C -3.80854 2.90450 3.18183 1.437 -1.635 -0.098
C 0.33363 -1.61292 -5.64118 -0.445 0.012 -0.762
C 1.22836 -0.59910 -6.01012 0.028 0.382 1.137
C -1.55954 -2.54673 -0.33305 2.138 1.057 -0.964
C -6.17691 -0.38934 -0.48816 -0.556 1.057 0.972
C -2.61170 -5.12438 2.82770 -0.292 0.183 0.293
C 1.45417 2.03446 -0.23015 -0.122 0.344 -1.481
C 1.17330 0.08693 -3.58923 -0.391 0.712 -1.277
C -0.09614 -6.10144 -5.24675 0.964 -1.208 0.040
C 2.93964 1.93807 0.06836 0.629 0.621 0.165
C -3.64906 2.26875 5.58680 -0.464 0.782 1.147
C 1.84897 -0.43100 -7.39505 -0.306 -0.813 -0.004
C -2.85011 2.89534 4.42498 -0.305 -1.025 -0.063
C -1.82567 -5.53615 1.76038 -1.069 -1.949 1.260
C 2.06175 1.14558 7.38311 -0.046 0.455 -0.412
C 2.99846 2.56048 -3.89430 0.281 -2.096 0.522
C 6.59159 0.41769 -0.22759 0.563 0.298 -1.051
C -0.10706 0.33130 3.48793 -0.584 1.842 -0.121
C 1.85987 2.44722 -3.07022 0.189 1.036 -0.893
C 0.84400 0.71394 4.37254 1.317 -1.058 0.165
C -1.17769 -4.12505 -4.42561 -1.641 -1.723 -0.137
C 1.37493 1.13910 -2.58651 -0.128 0.717 2.134
C 0.96955 3.55968 -2.94834 0.397 -1.701 0.527
C -1.76879 -3.30541 0.84685 -1.510 0.317 1.599
C -5.20950 0.58696 -0.31047 -1.145 0.689 -0.030
C 1.48281 0.31169 -4.97848 0.679 0.403 -0.702
C -0.18973 -4.72024 -5.21928 -0.158 0.152 0.688
C -2.87417 -3.75556 2.93857 -0.610 0.123 -0.109
C 1.31171 3.56773 7.04711 1.253 -1.881 -0.054
C 3.13995 2.53235 5.49906 -1.295 0.678 0.290
C -5.77695 -1.69493 -0.76860 -0.550 -0.341 0.103
C 0.61553 1.71763 5.36598 1.644 0.442 0.645
C -1.54014 2.12878 4.42713 -0.851 -0.948 -0.459
C -1.42012 -4.63796 0.82831 0.941 -0.438 -1.114
C 7.53274 0.02020 -1.22714 -1.123 0.228 0.806
C -2.26437 -6.25293 -4.17725 0.251 -0.550 1.130
C -2.43507 4.30454 4.65031 -0.334 2.811 0.007
C -1.27781 1.19594 3.35553 -0.026 -0.326 -1.495
C -0.64931 2.26138 5.48269 -0.638 0.358 -0.647
C -2.03868 -1.26622 -0.57362 -2.710 -0.195 -0.120
C -1.09769 -6.87127 -4.64199 0.008 0.605 -1.021
C -3.86985 0.35463 -0.54234 -0.561 0.403 0.444
C 4.98269 -1.10570 -1.12194 -1.200 -0.893 -0.227
C 1.32314 4.75534 -3.51743 -0.182 0.626 -0.220
C -0.09870 -1.83544 -4.35066 -0.696 0.076 0.004
C 3.30441 3.72082 -4.56755 0.279 0.821 0.641
C 2.55853 4.83887 -4.19574 -1.106 0.665 -0.939
C -2.51356 -2.83109 1.96399 0.565 -0.040 0.000
C 0.45040 -1.08236 -3.30137 0.830 -0.140 1.182
C 5.32456 -0.12081 -0.21993 -0.174 -0.275 0.929
C -2.26602 -4.90525 -3.91916 0.833 0.764 -1.318
H 3.89290 3.02487 6.14795 -0.435 -0.671 -0.158
H 1.13030 3.08397 -0.47927 0.582 -0.940 0.313
H 2.80200 5.82560 -4.55823 0.224 0.012 -0.363
H 1.96272 0.10546 7.08824 0.057 -0.067 -0.733
H -4.20442 1.87781 3.01074 0.164 0.759 0.028
H -3.16967 1.16442 -0.61628 0.298 0.279 0.273
H 1.37536 1.20768 8.22758 0.044 0.423 0.039
H -3.35221 4.89719 4.82066 0.412 0.068 -0.090
H -1.75381 4.55011 5.47351 -0.324 -0.482 0.092
H 1.23033 -0.84667 -8.22042 0.084 0.374 0.652
H -3.07844 -5.84640 3.53771 0.644 0.704 -0.615
H 3.99695 -1.59159 -0.93837 0.772 0.360 -0.810
H -3.25476 1.19696 -3.03710 -0.275 0.412 0.061
H -1.14290 -3.10655 -1.17324 0.326 0.330 0.152
H -1.91148 4.75583 3.76698 -0.599 -0.580 0.417
H 2.16559 3.99499 7.59295 -0.196 -0.030 -0.329
H 3.08450 1.26168 7.71486 0.199 0.079 0.418
H 8.46186 0.56446 -1.31378 0.205 -0.248 0.150
H 2.79923 -1.00925 -7.46850 -0.472 0.584 0.232
H -0.16550 -2.15208 -6.44045 0.152 -0.208 -0.011
H 4.11214 3.76031 -5.32187 -0.410 0.149 0.836
H -5.57196 1.54838 0.03742 0.262 0.201 -0.344
H 0.03647 3.39476 -2.38348 0.403 0.268 -0.575
H -4.08811 -3.01535 -0.59213 0.172 -0.995 -0.340
H 1.81026 0.18126 4.32617 -0.407 0.512 0.187
H -0.82239 -5.01160 0.00680 -0.040 0.094 -0.235
H -3.10463 -6.84678 -3.84707 -0.011 -0.175 -0.046
H 3.59332 1.96361 -0.80197 -0.275 0.109 -0.224
H -1.70274 -6.63042 1.64157 0.396 0.866 -0.093
H 0.60213 3.25125 7.81921 -0.179 0.392 -0.340
H -6.53284 -2.42457 -1.04583 0.182 -0.164 0.409
H 0.56497 5.59079 -3.52795 1.350 -0.746 0.231
H 6.78170 1.22638 0.45794 0.473 0.074 0.100
H -4.67000 2.66355 5.62354 0.088 0.194 -0.186
H 2.94554 3.25417 4.70507 -0.078 0.063 -0.135
H -2.63407 -0.12847 -3.31419 0.401 -0.064 -0.142
H -3.25706 3.19649 2.27905 -0.367 0.052 0.225
H -2.77668 -1.75338 2.08975 0.144 -1.055 -0.302
H -3.09880 -4.33145 -3.50265 0.313 -0.567 0.094
H -0.93574 2.92788 6.29750 0.401 -0.285 -0.314
H 0.48845 -4.12026 -5.79628 0.417 0.098 0.210
H 3.64051 1.63420 -4.00782 -0.806 1.259 0.024
H 7.82905 -1.24484 -2.98069 -0.167 0.228 0.561
H -4.62438 3.57248 3.37739 -0.347 0.421 0.196
H 1.97569 1.23586 -5.34898 -0.440 -0.770 0.770
H 0.91970 4.26539 6.33274 -0.296 0.563 -0.081
H 5.46082 -2.08002 -2.95992 0.367 -0.269 0.281
H -1.01471 -7.94378 -4.67888 -0.089 -0.208 0.068
H -3.20650 2.56943 6.55877 -0.112 -0.453 -0.406
H -3.79088 1.17918 5.55837 0.502 0.260 -0.240
H 0.82724 -6.61820 -5.67588 -1.557 0.860 0.414
H 2.03008 0.62635 -7.58914 0.142 -0.113 -0.090
H 0.93336 1.74565 0.66626 -0.536 -0.023 0.464
H -7.22386 -0.05249 -0.21803 1.168 -0.929 -0.857
H 3.21406 2.78913 0.68285 -0.106 0.338 -0.131
H -3.51672 -3.42102 3.73301 -0.022 0.140 0.373
H 3.51887 1.64383 5.01657 0.320 -0.313 0.108
```
Positions in Å, forces in eV/Å.

Summary:
Spin multiplicity = 3
⟨S²⟩ = 2.112
HOMO level (spin up / spin down) = -9.591 / -9.382 eV
Charge = +1
LUMO (spin up / spin down) = -3.27 / -4.28 eV
DFT total energy = -5471.70788 Ha